[1]
{
  "formula": "C14H21IrN8OP",
  "method": "the ωB97M-V functional and the def2-TZVPD basis",
  "gap_ha": 0.2817,
  "charge": 3,
  "homo_energy_ev": -18.34,
  "relative_energy_kcal_mol": 0.5,
  "symbols": ["Ir", "P", "O", "N", "N", "N", "N", "N", "N", "N", "N", "C", "C", "C", "C", "C", "C", "C", "C", "C", "C", "C", "C", "C", "C", "H", "H", "H", "H", "H", "H", "H", "H", "H", "H", "H", "H", "H", "H", "H", "H", "H", "H", "H", "H", "H"],
  "coordinates": [[-0.27067, 0.66036, 1.19455], [-0.11806, 0.40354, -2.30199], [0.05453, -0.11695, 2.99766], [-1.49818, 2.90635, -2.07453], [-0.97119, 1.96971, -0.17560], [-1.08021, -0.74705, 0.08895], [-1.66919, -1.90043, -1.65411], [2.65965, 0.50887, -1.64383], [0.19073, -1.03924, 5.03579], [1.02221, -2.17383, 3.20616], [1.35354, 0.62331, 0.08683], [-1.61659, 3.14564, 0.10640], [-1.64925, 3.16221, -3.51625], [0.42601, -1.11548, 3.74760], [2.64421, 0.70769, 0.54590], [1.37786, 0.49966, -1.24732], [-0.98808, -0.81861, -1.24691], [0.57026, -2.06983, 6.01022], [-1.94383, 3.73043, -1.08201], [3.14621, 0.40471, -3.03159], [3.45904, 0.64543, -0.54439], [-1.83776, -1.80049, 0.53584], [-2.20517, -2.52042, -0.56097], [-1.83781, -2.35568, -3.04629], [-0.90937, 1.84259, -1.50490], [1.26302, -2.17623, 2.23076], [-2.45224, 4.65666, -1.29137], [2.89270, 0.81852, 1.58792], [0.29087, -1.71312, 6.99637], [0.03493, -2.99811, 5.81393], [-0.27750, -0.20545, 5.35862], [-2.37906, -1.60499, -3.61644], [-0.86555, -2.55324, -3.49003], [2.77450, 1.24228, -3.61621], [1.34010, -2.94476, 3.77353], [-2.16555, 4.10963, -3.63577], [-2.80421, -3.41177, -0.64486], [1.64900, -2.22396, 5.99880], [-2.07025, -1.95929, 1.57495], [2.82845, -0.54071, -3.46348], [4.23094, 0.44116, -3.00799], [-2.41589, -3.27443, -3.02883], [-2.24364, 2.37404, -3.97133], [4.53281, 0.68886, -0.61879], [-1.80170, 3.49239, 1.10954], [-0.67062, 3.22999, -3.98450]]
}

[2]
{
  "formula": "C14H21N6O3",
  "method": "the ωB97M-V functional and the def2-TZVPD basis",
  "gap_ha": 0.3435,
  "charge": 1,
  "homo_energy_ev": -12.15,
  "relative_energy_kcal_mol": 0.0,
  "symbols": ["O", "O", "O", "N", "N", "N", "N", "N", "N", "C", "C", "C", "C", "C", "C", "C", "C", "C", "C", "C", "C", "C", "C", "H", "H", "H", "H", "H", "H", "H", "H", "H", "H", "H", "H", "H", "H", "H", "H", "H", "H", "H", "H", "H"],
  "coordinates": [[0.20018, -3.72867, 3.43174], [-0.79226, 8.80288, -0.95393], [-0.28506, -4.51948, -2.08262], [-0.23577, 4.46038, 0.07485], [0.94066, -0.53332, 1.41059], [0.21214, 1.28471, 0.40139], [-0.57936, -3.41454, 1.40824], [-0.40012, 6.61017, -0.56666], [-0.94309, -5.70659, -0.29244], [0.22233, 7.69919, -2.77925], [-0.16286, 5.29840, -0.94552], [-0.64159, 6.57837, 0.79291], [-0.53097, 5.27410, 1.17093], [0.05999, 0.22567, -0.48183], [0.30883, -3.96128, 2.24238], [0.58339, -2.28828, -0.47883], [1.48604, -4.78888, 1.75969], [-1.04204, -7.00055, -0.96944], [-0.57777, -4.56902, -0.89493], [-0.38728, 7.73267, -1.38496], [0.75247, 0.79955, 1.54087], [-0.53928, -3.26952, -0.05903], [0.52048, -0.90428, 0.14249], [-1.18142, -5.66815, 0.68545], [-0.34020, 7.01921, -3.42315], [-0.32902, 0.27849, -1.49366], [-1.22731, -7.79496, -0.24458], [1.26346, 7.37140, -2.72740], [-1.34271, -2.95888, 1.88917], [1.54895, -4.85229, 0.67869], [1.38701, -5.79515, 2.16571], [1.31215, -1.16047, 2.11895], [0.05661, 4.98896, -1.96375], [0.54309, -2.16322, -1.56362], [-0.11511, -7.21744, -1.50546], [-0.86959, 7.42946, 1.43101], [0.98807, 1.38903, 2.42386], [-0.02175, 2.26864, 0.21931], [-1.85992, -6.97992, -1.69302], [1.55852, -2.72576, -0.26145], [-1.47580, -2.78113, -0.33183], [-0.66316, 4.91915, 2.18903], [0.19542, 8.69872, -3.22426], [2.40362, -4.34739, 2.14435]]
}

[3]
{
  "formula": "C14H21N7",
  "method": "the ωB97M-V functional and the def2-TZVPD basis",
  "gap_ha": 0.4355,
  "smiles": "CC#N.CC#N.CC#N.CC#N.CC#N.CC#N.CC#N",
  "homo_energy_ev": -11.43,
  "relative_energy_kcal_mol": 33.0,
  "symbols": ["N", "N", "N", "N", "N", "N", "N", "C", "C", "C", "C", "C", "C", "C", "C", "C", "C", "C", "C", "C", "C", "H", "H", "H", "H", "H", "H", "H", "H", "H", "H", "H", "H", "H", "H", "H", "H", "H", "H", "H", "H", "H"],
  "coordinates": [[24.18715, 4.90472, 5.51553], [16.81087, 9.41060, 7.23794], [20.40040, 2.93571, 10.71226], [20.05058, 16.98340, 9.13953], [12.64549, 15.41228, 6.13566], [17.87537, 15.09438, 1.23653], [16.88001, 6.96247, 1.21317], [17.88191, 6.63737, -1.19793], [16.94233, 12.82600, 2.16374], [17.88218, 15.53255, 9.44845], [19.93867, 0.59317, 9.56582], [17.31066, 6.84326, 0.12431], [26.23526, 3.93915, 6.82518], [11.84831, 14.62053, 6.32861], [19.22076, 8.42616, 6.88670], [10.85798, 13.55435, 6.61145], [17.47483, 14.09127, 1.66307], [19.12212, 16.30245, 9.28192], [25.10232, 4.52151, 6.08155], [20.20823, 1.89488, 10.19472], [17.82637, 8.92386, 7.06786], [17.10132, 7.00252, -1.86535], [19.30445, 8.08093, 5.85620], [11.51582, 12.78287, 7.01164], [17.76854, 12.13075, 2.01509], [18.66275, 7.38338, -1.34581], [17.91139, 14.65302, 8.80528], [16.70659, 12.89938, 3.22541], [19.40320, 7.54201, 7.49752], [19.30615, 0.67696, 8.68209], [19.55576, -0.13374, 10.28212], [18.01904, 5.57453, -1.39707], [20.92829, 0.27112, 9.24173], [10.40561, 13.16641, 5.69878], [27.05088, 4.64200, 6.99510], [16.11226, 12.38798, 1.60946], [19.79618, 9.29817, 7.19750], [26.54286, 2.99695, 6.37160], [26.01955, 3.58969, 7.83485], [17.03190, 16.17113, 9.20899], [10.09597, 13.89402, 7.31293], [17.81606, 15.21040, 10.48766]]
}

[4]
{
  "formula": "C14H21N9O3S5Sb2Tc",
  "method": "the ωB97M-V functional and the def2-TZVPD basis",
  "gap_ha": 0.2247,
  "charge": 1,
  "homo_energy_ev": -10.36,
  "relative_energy_kcal_mol": 0.0,
  "symbols": ["Sb", "Sb", "Tc", "S", "S", "S", "S", "S", "O", "O", "O", "N", "N", "N", "N", "N", "N", "N", "N", "N", "C", "C", "C", "C", "C", "C", "C", "C", "C", "C", "C", "C", "C", "C", "H", "H", "H", "H", "H", "H", "H", "H", "H", "H", "H", "H", "H", "H", "H", "H", "H", "H", "H", "H", "H"],
  "coordinates": [[1.01146, -1.56400, 4.22228], [-1.09050, 2.81355, 0.15279], [0.87018, 1.01523, -0.24423], [1.45363, -0.96949, 1.27264], [-1.02684, -2.37086, 4.36567], [-0.09172, 0.18938, 1.96837], [-1.78275, -0.74563, -1.23930], [0.61700, 0.96134, 3.71942], [-2.30909, -0.51868, -2.54794], [-2.28816, 0.02066, -0.12140], [1.12068, 2.09767, -1.47863], [4.06279, 2.53776, 2.26064], [2.06055, 3.21206, 1.63114], [3.21715, 4.54890, 3.15412], [2.30593, 2.05684, 1.03964], [3.12175, 3.45242, 2.32300], [0.60416, -1.86030, -2.93028], [2.00665, -0.40397, -1.67113], [-1.98115, -6.43731, 0.18742], [-0.16310, -0.35824, -1.23023], [-1.84382, -4.13447, 0.85290], [0.81304, -0.93634, -2.01272], [3.08323, -0.85975, -2.29888], [3.51696, 1.65701, 1.43987], [-1.98180, -4.72238, -1.49204], [2.97391, -1.83370, -3.27299], [-1.84375, -2.42895, -0.83008], [-2.54169, 2.86383, -1.37907], [-0.32690, 4.77853, -0.06221], [-2.19827, 2.85005, 1.95102], [1.69546, -2.29897, -3.55342], [-1.93609, -5.11829, -0.14591], [-1.93446, -3.38909, -1.83247], [-1.80263, -2.80250, 0.51220], [1.53592, -3.05681, -4.31176], [3.98406, 0.73623, 1.14323], [-2.91061, 3.67211, 1.90721], [4.18868, 4.62615, 3.43399], [0.37307, 5.00704, 0.73471], [-1.16051, 5.47892, -0.03588], [-2.73521, 1.90765, 2.04755], [-3.14086, 1.95981, -1.35575], [-2.02193, -6.72258, 1.14781], [-1.82207, -4.42532, 1.89609], [-3.16689, 3.74132, -1.21879], [0.17380, 4.84819, -1.02611], [-1.97262, -3.07935, -2.86755], [-2.06467, -5.47501, -2.26607], [-2.11946, -7.13942, -0.51497], [3.84049, -2.21139, -3.79316], [4.03791, -0.42817, -2.02303], [2.92047, 5.37336, 2.64344], [-1.53470, 2.98575, 2.80310], [-1.75890, -2.04623, 1.28629], [-2.03778, 2.94546, -2.34054]]
}

[5]
{
  "formula": "C14H21NO2",
  "method": "the ωB97M-V functional and the def2-TZVPD basis",
  "gap_ha": 0.3404,
  "smiles": "CCC(CC)C(=O)NCc1ccc(OC)cc1",
  "homo_energy_ev": -8.44,
  "relative_energy_kcal_mol": 5.2,
  "symbols": ["O", "O", "N", "C", "C", "C", "C", "C", "C", "C", "C", "C", "C", "C", "C", "C", "C", "H", "H", "H", "H", "H", "H", "H", "H", "H", "H", "H", "H", "H", "H", "H", "H", "H", "H", "H", "H", "H"],
  "coordinates": [[1.00331, 1.20158, 2.22713], [-3.53157, -2.41054, -1.91580], [0.72164, 1.75975, 0.06187], [-2.85255, -1.38013, -1.33911], [-0.70272, 2.02313, 0.17440], [2.87201, 0.87333, 0.74248], [2.92691, -0.66083, 0.72111], [3.82629, 1.47860, 1.78019], [5.29794, 1.30052, 1.42980], [-1.49851, 0.85735, -0.35151], [-2.05202, 0.87256, -1.62633], [2.04430, -1.26114, -0.36826], [-2.29564, -1.40395, -0.06473], [-2.72452, -0.22734, -2.11504], [-3.70291, -3.59771, -1.18096], [-1.62728, -0.29153, 0.41591], [1.44760, 1.28264, 1.10089], [0.99626, -1.02006, -0.20282], [2.60478, -1.02950, 1.69678], [-0.90055, 2.17376, 1.23835], [3.60847, 2.54668, 1.85960], [5.50817, 1.70466, 0.44127], [3.95700, -0.98173, 0.55904], [-3.16210, -0.22236, -3.10080], [-2.74195, -4.06172, -0.93580], [1.09161, 1.67999, -0.87215], [-0.93864, 2.93747, -0.37671], [-4.26778, -3.42268, -0.25960], [-1.96181, 1.75736, -2.24045], [-2.37595, -2.27783, 0.56225], [-4.26933, -4.26554, -1.82817], [3.13020, 1.25741, -0.25063], [5.58489, 0.25243, 1.44191], [-1.19543, -0.31472, 1.40577], [2.33449, -0.88745, -1.34919], [3.61341, 1.03012, 2.75131], [5.91739, 1.82673, 2.15210], [2.14478, -2.34418, -0.37670]]
}

[6]
{
  "formula": "C14H21NPPb",
  "method": "the ωB97M-V functional and the def2-TZVPD basis",
  "gap_ha": [0.2516, 0.2001],
  "charge": 1,
  "homo_energy_ev": [-10.26, -9.22],
  "symbols": ["Pb", "P", "N", "C", "C", "C", "C", "C", "C", "C", "C", "C", "C", "C", "C", "C", "C", "H", "H", "H", "H", "H", "H", "H", "H", "H", "H", "H", "H", "H", "H", "H", "H", "H", "H", "H", "H", "H"],
  "coordinates": [[-0.81129, 0.92410, 0.91503], [-0.51119, 3.70631, 0.79335], [-0.07124, -0.97833, 3.88210], [1.34191, -1.34680, -1.98339], [1.04325, -1.80778, 4.42703], [3.75111, 1.27615, 2.87074], [0.21046, 0.54161, 4.00899], [3.59455, 1.29064, 1.48401], [-1.38367, -1.37171, 4.47118], [-0.45950, -1.53119, -3.43164], [1.38528, 0.89335, 3.15280], [1.22725, 0.95864, 1.76294], [2.65060, 1.09386, 3.71232], [0.95275, -2.71543, -2.02718], [-0.16782, -2.82915, -2.90731], [0.47247, -0.60967, -2.87390], [2.31302, 1.16162, 0.92036], [-0.72477, 1.06118, 3.73290], [-0.69492, 4.28166, -0.51173], [4.45962, 1.41089, 0.82933], [1.42157, -3.52960, -1.47899], [0.76626, -2.86171, 4.31015], [-1.37023, -1.11941, 5.53806], [-1.51597, -2.45149, 4.33109], [-2.18878, -0.82873, 3.96171], [2.16325, -0.92730, -1.40833], [4.73972, 1.40821, 3.31110], [0.38897, 0.70488, 5.08123], [0.54735, 0.45456, -3.09402], [2.75586, 1.09845, 4.80299], [2.16612, 1.23650, -0.16026], [0.76197, 4.28627, 1.12356], [-0.11188, -1.19494, 2.86918], [-1.39033, 4.55513, 1.55465], [-0.71224, -3.74235, -3.13304], [1.96652, -1.60377, 3.87910], [-1.25200, -1.28758, -4.13599], [1.16628, -1.56745, 5.48858]]
}

Table of DFT total energy (a.u.), in record order: -1504.1516; -1100.1734; -929.2377; -3816.6132; -751.3185; -1134.6103